No. 1
Below is a cluster of 2 separate species, C2H7NO2 in total at a distorted geometry, with properties calculated with ωB97M-V/def2-TZVPD.

```
12
C2H7NO2 (ωB97M-V/def2-TZVPD)
N -1.554 -0.010 -0.592
C -0.499 0.580 0.305
C 0.168 -0.459 1.262
O 1.160 -0.357 1.961
H -1.944 0.969 -1.036
H -1.185 -0.654 -1.180
H -1.148 1.043 1.156
H 0.092 1.315 -0.054
H -0.551 -1.251 1.308
O 1.820 -0.830 -1.116
H 1.517 -0.110 -1.607
H 2.123 -0.236 -0.407
```

Calculated values
* ΔE to the lowest compared entry with this formula, charge and spin: 279.5 kJ/mol
* total energy: -7770.62923 eV
* LUMO level: 0.58 eV

---

No. 2
Below is a cluster of 2 separate species, C22H20ClO4S in total at a distorted geometry, with properties calculated with ωB97M-V/def2-TZVPD.

```
48
C22H20ClO4S (ωB97M-V/def2-TZVPD)
C 0.345 0.934 5.754
O 1.243 1.561 4.808
C 1.875 0.845 3.852
C 2.706 1.494 2.956
C 3.248 0.819 1.833
C 3.852 1.565 0.787
C 4.103 1.095 -0.521
C 5.137 1.643 -1.347
C 5.386 1.143 -2.598
C 4.607 0.066 -3.110
O 4.965 -0.446 -4.318
C 4.210 -1.584 -4.803
C 3.535 -0.446 -2.339
C 3.329 0.040 -1.068
C 3.218 -0.605 1.828
C 2.390 -1.320 2.671
O 2.352 -2.672 2.564
C 1.196 -3.451 2.954
C 1.555 -0.574 3.627
O 0.565 -1.104 4.195
H 0.309 1.652 6.579
H -0.650 0.840 5.298
H 0.717 -0.037 6.099
H 2.866 2.567 3.059
H 4.207 2.564 1.036
H 5.748 2.454 -0.952
H 6.186 1.529 -3.230
H 4.697 -1.863 -5.736
H 4.247 -2.420 -4.092
H 3.164 -1.302 -4.988
H 2.898 -1.244 -2.727
H 2.509 -0.366 -0.483
H 3.814 -1.169 1.109
H 1.563 -4.478 2.985
H 0.821 -3.138 3.933
H 0.418 -3.353 2.187
Cl -0.551 5.639 2.760
C -0.931 3.986 2.526
C -1.815 3.335 3.399
C -2.088 1.972 3.195
C -1.518 1.279 2.142
C -0.602 1.926 1.262
S 0.230 1.174 0.039
C -0.350 3.314 1.460
H -2.268 3.891 4.212
H -2.765 1.459 3.878
H -1.729 0.224 1.986
H 0.332 3.819 0.785
```

Calculated values
* charge: -1
* total energy: -54684.98234 eV
* LUMO level: 1.73 eV

---

No. 3
Below is a cluster of 6 separate species, C12H36O6 in total at a distorted geometry, with properties calculated with ωB97M-V/def2-TZVPD.

```
54
C12H36O6 (ωB97M-V/def2-TZVPD)
C 21.763 -18.877 3.458
C 22.230 -19.989 4.465
O 21.596 -19.715 5.707
H 22.297 -18.907 2.507
H 21.850 -17.865 3.852
H 20.701 -18.979 3.237
H 23.320 -20.014 4.487
H 21.971 -20.967 4.057
H 22.151 -19.059 6.137
C 18.164 -24.937 3.485
C 18.489 -26.444 3.610
O 17.480 -27.225 3.026
H 17.224 -24.648 3.957
H 18.057 -24.615 2.449
H 19.020 -24.426 3.925
H 18.568 -26.719 4.662
H 19.421 -26.639 3.080
H 17.793 -28.128 3.116
C 16.479 -26.842 8.427
C 17.173 -27.817 7.453
O 16.634 -29.089 7.697
H 16.716 -27.047 9.471
H 15.392 -26.835 8.349
H 16.822 -25.837 8.182
H 18.254 -27.771 7.582
H 16.834 -27.521 6.460
H 15.678 -29.038 7.773
C 17.261 -19.235 5.371
C 16.475 -20.071 4.341
O 15.739 -19.201 3.478
H 18.021 -18.609 4.904
H 17.704 -19.834 6.166
H 16.693 -18.467 5.896
H 15.798 -20.797 4.790
H 17.164 -20.679 3.755
H 15.365 -19.750 2.784
C 18.467 -23.304 7.124
C 19.610 -22.598 6.404
O 19.744 -21.384 7.077
H 18.236 -24.263 6.660
H 17.561 -22.698 7.098
H 18.713 -23.512 8.165
H 19.294 -22.437 5.373
H 20.523 -23.185 6.504
H 20.456 -20.920 6.631
C 20.293 -23.349 11.165
C 21.019 -22.242 10.462
O 20.078 -21.275 9.930
H 20.995 -24.136 11.440
H 19.508 -23.704 10.497
H 19.870 -23.016 12.112
H 21.582 -22.555 9.582
H 21.726 -21.825 11.179
H 20.132 -21.349 8.974
```

Calculated values
* ΔE to the lowest compared entry with this formula, charge and spin: 219.5 kJ/mol
* charge: +1
* total energy: -25300.93273 eV
* LUMO level (spin up / spin down): -2.94 / -9.69 eV
* spin multiplicity: 2

---

No. 4
Below is a cluster of 3 separate species, C4H6O2 in total at a distorted geometry, with properties calculated with ωB97M-V/def2-TZVPD.

```
12
C4H6O2 (ωB97M-V/def2-TZVPD)
O 0.748 2.630 0.076
C 0.748 1.500 0.187
C -1.557 0.415 0.000
C -1.401 -0.901 -0.117
O 1.047 -1.560 -0.112
C 1.829 -0.654 0.025
H -1.589 1.067 -0.871
H -1.668 0.891 0.972
H -1.348 -1.553 0.750
H -1.283 -1.383 -1.083
H 2.272 -0.122 -0.841
H 2.202 -0.329 1.015
```

Calculated values
* ΔE to the lowest compared entry with this formula, charge and spin: 282.4 kJ/mol
* total energy: -8337.53453 eV
* LUMO level: 0.79 eV

---

No. 5
Below is a structure of composition C2H3N2PS at a distorted geometry, with properties calculated with ωB97M-V/def2-TZVPD.

```
9
C2H3N2PS (ωB97M-V/def2-TZVPD)
C 0.529 1.675 -0.247
C 0.344 0.475 -0.126
N 2.320 -1.311 0.530
N 3.105 -0.589 0.155
P 0.205 -1.253 -0.385
S 4.209 0.326 -0.302
H 0.952 2.637 -0.316
H -0.699 -1.134 -1.394
H -0.736 -1.526 0.581
```

Calculated values
* ΔE to the lowest compared entry with this formula, charge and spin: 334.2 kJ/mol
* total energy: -25222.33280 eV
* LUMO level: 0.27 eV

---

No. 6
Below is a structure of composition C5H10O2 at a distorted geometry, with properties calculated with ωB97M-V/def2-TZVPD.

```
17
C5H10O2 (ωB97M-V/def2-TZVPD)
O -1.692 -1.772 0.349
C -2.163 -0.698 0.043
C -0.587 1.012 0.791
C 0.479 0.511 0.184
C 1.576 1.174 -0.601
O 2.462 0.086 -0.294
C 1.441 -0.616 0.447
H -0.674 -1.715 -1.071
H -2.817 -0.153 0.733
H -2.021 -0.266 -0.967
H -0.920 0.618 1.744
H -1.020 1.949 0.451
H -0.298 -1.264 -1.580
H 1.854 2.087 -0.058
H 1.489 1.393 -1.671
H 1.217 -1.586 -0.010
H 1.675 -0.759 1.508
```

Calculated values
* ΔE to the lowest compared entry with this formula, charge and spin: 540.7 kJ/mol
* total energy: -9437.43915 eV
* LUMO level: 0.45 eV